(1)
ORCA calculation (ωB97M-V/def2-TZVPD) on 12 unconnected molecules or ions with the total composition C27H83N19O12 at a distorted geometry.

Last column: Löwdin charge in e.
Geometry (Å):
C  -1.89683  0.96671  0.25851  -0.04
C  -0.79412  1.30092  -0.73407  -0.43
C  -0.19955  0.07027  -1.41068  -0.19
O  0.50563  -0.80887  -0.56270  -0.20
C  1.54839  -0.22391  0.24436  -0.06
N  -1.33383  2.28606  -1.61444  0.04
H  -1.68318  0.07433  0.84681  0.08
H  -2.92639  0.94600  -0.09880  0.08
H  -1.87850  1.67489  1.08691  0.06
H  -0.01911  1.85919  -0.20891  0.12
H  0.50208  0.33776  -2.20078  0.11
H  -1.08342  -0.37938  -1.86312  0.12
H  1.09081  0.15063  1.16002  0.06
H  2.04783  0.60632  -0.25502  0.07
H  2.10519  -1.06703  0.65329  0.08
H  -1.95547  1.79896  -2.24405  0.07
H  -1.90104  3.01611  -1.20775  0.01
C  2.98614  2.73074  -2.20730  -0.07
C  3.60910  3.67378  -1.17125  -0.36
C  2.58491  4.47175  -0.29786  -0.21
O  3.07193  5.71039  0.10948  -0.20
C  2.23001  6.51806  1.00349  -0.06
N  4.46606  2.76000  -0.34941  0.04
H  3.74838  2.10978  -2.67794  0.08
H  2.51358  3.14267  -3.09898  0.07
H  2.26827  2.04518  -1.75701  0.04
H  4.38360  4.28978  -1.62818  0.14
H  2.35349  3.94827  0.62978  0.09
H  1.67120  4.62593  -0.87184  0.12
H  1.20934  6.16079  1.14017  0.06
H  2.04795  7.47695  0.51822  0.08
H  2.80188  6.62619  1.92511  0.08
H  3.95039  2.24488  0.34975  0.03
H  4.89065  3.49890  0.19267  0.05
C  1.30243  -4.35830  1.96679  -0.05
C  0.15506  -4.95938  1.24539  -0.42
C  -0.55358  -6.10692  1.91459  -0.19
O  0.29637  -7.25227  2.03378  -0.20
C  -0.06585  -8.21909  3.01521  -0.11
N  -0.83590  -3.89638  0.92220  0.04
H  0.89771  -3.63178  2.67140  0.08
H  1.91713  -3.75792  1.29613  0.06
H  1.80940  -5.12066  2.55831  0.09
H  0.43511  -5.27866  0.24153  0.13
H  -1.38282  -6.50844  1.33214  0.12
H  -0.99389  -5.84189  2.87583  0.12
H  0.92073  -8.64711  3.19290  0.08
H  -0.69844  -9.03776  2.67214  0.08
H  -0.37310  -7.85716  3.99639  0.08
H  -0.63133  -3.36519  0.08788  0.05
H  -1.02628  -3.19943  1.62798  0.07
C  3.08730  -4.14035  -1.83757  -0.05
C  2.42809  -3.53892  -3.08907  -0.44
C  0.98442  -3.99512  -3.04121  -0.17
O  0.27055  -3.82546  -4.30500  -0.18
C  -1.07178  -4.22212  -4.29349  -0.13
N  2.61436  -2.13024  -3.08194  0.05
H  2.82485  -5.17632  -1.62313  0.08
H  2.78027  -3.64778  -0.91496  0.06
H  4.16749  -3.99508  -1.82425  0.07
H  2.88216  -3.91047  -4.00769  0.14
H  0.45200  -3.57129  -2.18974  0.12
H  1.05205  -5.07817  -2.93865  0.12
H  -1.60810  -3.89136  -3.40407  0.08
H  -1.21599  -5.28849  -4.46715  0.08
H  -1.65673  -3.88995  -5.15116  0.08
H  2.28890  -1.71405  -3.94273  0.08
H  2.00228  -1.68428  -2.41368  0.05
C  -3.94876  -1.74187  -1.06107  -0.06
C  -4.63596  -2.19786  0.26152  -0.33
C  -6.13640  -2.54868  0.34843  -0.22
O  -6.47521  -3.32692  1.45780  -0.20
C  -7.82332  -3.85952  1.52040  -0.08
N  -3.84554  -3.48482  0.38975  0.01
H  -2.97274  -1.29498  -0.87194  0.04
H  -4.51589  -0.92888  -1.51440  0.05
H  -3.76372  -2.45998  -1.85993  0.07
H  -4.37056  -1.62683  1.15123  0.13
H  -6.45028  -3.06027  -0.56144  0.12
H  -6.70950  -1.62231  0.30967  0.12
H  -7.89440  -4.23642  2.54070  0.08
H  -7.98271  -4.70983  0.85733  0.08
H  -8.60312  -3.13173  1.29608  0.08
H  -2.93965  -3.34970  0.81543  0.01
H  -4.34894  -4.13834  0.97250  0.05
C  -2.12184  5.57153  -0.59110  -0.72
O  -2.52472  4.48425  -0.90007  0.02
N  -1.69890  5.91202  0.62655  0.17
N  -2.02053  6.56657  -1.42987  0.19
H  -1.24959  6.78191  0.87457  0.10
H  -1.90254  5.24258  1.35489  0.10
H  -2.36112  6.47399  -2.37620  0.12
H  -1.50078  7.33593  -1.03233  0.11
C  2.71923  -1.38706  4.03108  -0.78
O  2.52700  -2.11633  5.01231  -0.01
N  3.67493  -1.71311  3.18054  0.17
N  2.01860  -0.33541  3.80158  0.18
H  4.31506  -2.40887  3.53586  0.12
H  3.90376  -1.18562  2.35019  0.06
H  2.30833  0.17499  2.97960  0.06
H  1.19230  -0.12315  4.34221  0.12
C  -0.75813  2.43644  3.46917  -0.81
O  -0.93307  1.22025  3.58367  0.02
N  -1.56885  3.30828  3.85793  0.18
N  0.35554  2.97255  3.03237  0.19
H  -1.34576  4.26427  3.62043  0.10
H  -2.47192  3.03079  4.21510  0.14
H  0.41496  3.95943  3.23886  0.11
H  1.00166  2.31369  2.62186  0.07
C  3.36498  2.69230  3.19439  -0.77
O  2.94540  2.12841  2.19110  -0.02
N  3.88581  3.86638  3.07667  0.19
N  3.41278  2.34324  4.43740  0.20
H  3.91824  4.20206  2.12464  0.09
H  4.36561  4.32056  3.84061  0.12
H  3.29317  1.35627  4.61540  0.11
H  3.99846  2.95915  4.98305  0.12
C  -1.79756  3.59568  -4.86087  -0.73
O  -2.23860  3.51411  -5.97764  0.05
N  -2.45891  4.00609  -3.73008  0.12
N  -0.59208  3.20887  -4.49855  0.16
H  -3.36381  4.45466  -3.72459  0.10
H  -1.95148  4.00625  -2.85680  0.04
H  0.00980  2.89329  -5.24571  0.12
H  -0.31537  3.02885  -3.54402  0.07
C  5.82768  -1.28329  0.13791  -0.77
O  4.95269  -1.79323  0.83277  0.01
N  5.77292  -1.01030  -1.09178  0.19
N  7.06163  -1.07939  0.55938  0.15
H  4.98349  -1.37021  -1.60886  0.11
H  6.62637  -0.74744  -1.56362  0.12
H  7.76516  -0.59778  0.01790  0.11
H  7.25447  -1.62550  1.38683  0.12
C  -5.53412  1.86608  -2.12629  -0.84
O  -6.19620  0.89964  -2.07713  0.06
N  -5.59848  2.82252  -1.21321  0.17
N  -4.58164  1.95586  -2.98406  0.19
H  -5.17680  3.69075  -1.51062  0.09
H  -6.25161  2.72692  -0.44876  0.12
H  -4.35249  1.25964  -3.67895  0.14
H  -3.95631  2.74362  -2.89192  0.05

Summary:
* HOMO energy: -7.84 eV
* energy above the lowest of the compared OMol25 structures with the same formula, charge and spin: 165.7 kcal per mole
* structure (SMILES): COC[C@H](C)N.COC[C@H](C)N.COC[C@H](C)N.COC[C@H](C)N.COC[C@H](C)N.NC(N)=O.NC(N)=O.NC(N)=O.NC(N)=O.NC(N)=O.NC(N)=O.NC(N)=O
* frontier orbital gap: 0.26637 Ha

---

(2)
ORCA calculation (ωB97M-V/def2-TZVPD) on C9H6Cl2OS in the gas phase at a distorted geometry.

Last column: Löwdin charge in e.
Geometry (Å):
C  2.11032  -0.12327  1.51869  -0.31
C  1.96340  -1.63493  -0.45752  -0.36
C  1.19979  0.41051  0.61430  -0.25
C  1.07542  -0.62779  -0.43915  -0.33
C  -1.55086  -0.19063  0.25971  -0.48
C  0.30889  1.51821  0.44267  -0.10
C  0.07026  -0.14364  -1.26702  -0.04
C  -0.60386  0.96078  -0.63608  -0.21
C  -2.74044  -0.33657  -0.35778  -0.88
O  -0.98299  -0.68329  1.20820  0.13
S  2.91388  -1.55973  0.93858  0.99
Cl  -4.15631  -0.91545  0.67345  0.58
Cl  -3.21248  0.34921  -1.87536  0.72
H  2.39619  0.03881  2.50025  0.03
H  2.02171  -2.45901  -1.05997  0.04
H  -0.29938  1.94820  1.26919  0.15
H  0.83481  2.41007  0.10463  0.13
H  -0.09537  -0.54314  -2.25684  0.12
H  -1.25298  1.58166  -1.17997  0.07

Summary:
* HOMO energy (spin up / spin down): -6.31 / -8.43 eV
* frontier orbital gap (spin up / spin down): 0.24125 / 0.22009 Ha
* 2S+1: 3

---

(3)
ORCA calculation (ωB97M-V/def2-TZVPD) on a molecular structure, C36H27N2O3P2RhS2 at a distorted geometry.

Last column: Löwdin charge in e.
Geometry (Å):
Rh  0.38188  0.75002  0.01427  0.50
S  1.12008  2.22292  1.71651  0.70
C  -0.10781  2.03111  2.92375  -0.73
C  0.16531  2.58880  4.21444  -0.27
N  0.38721  3.04959  5.24602  0.17
C  -1.29005  1.44479  2.68570  -0.73
S  -1.73698  0.83459  1.12440  0.68
C  -2.29622  1.35719  3.69939  -0.28
N  -3.14072  1.26709  4.47711  0.18
O  1.23426  -0.17628  -4.02117  0.06
C  0.84473  0.33017  -2.99156  -0.70
O  1.29913  0.10827  -1.79522  -0.19
C  -0.34902  1.32053  -3.05648  -0.21
P  -0.28412  2.36089  -1.56697  0.98
C  1.00350  3.56845  -1.96854  -0.34
C  0.72994  4.68762  -2.75159  -0.08
C  1.75866  5.54367  -3.10914  -0.07
C  3.05786  5.28745  -2.69081  -0.07
C  3.33307  4.17565  -1.90892  -0.06
C  2.30668  3.31838  -1.54234  -0.09
C  -1.82815  3.28141  -1.45474  -0.38
C  -3.01911  2.80285  -1.99055  -0.09
C  -4.19991  3.50134  -1.78557  -0.07
C  -4.20166  4.65911  -1.02193  -0.07
C  -3.02100  5.12282  -0.45628  -0.06
C  -1.83847  4.43402  -0.66569  -0.09
H  -1.25083  0.70402  -3.04151  0.08
H  -0.32430  1.90324  -3.97386  0.10
H  -0.28351  4.88853  -3.07729  0.11
H  1.54747  6.41247  -3.71903  0.11
H  3.85722  5.96159  -2.97128  0.11
H  4.34549  3.97462  -1.58403  0.11
H  2.51210  2.44883  -0.93278  0.08
H  -3.03024  1.89192  -2.57553  0.10
H  -5.12252  3.13321  -2.21514  0.11
H  -5.12728  5.19587  -0.85706  0.11
H  -3.02238  6.01437  0.15696  0.11
H  -0.91440  4.78556  -0.22126  0.11
O  1.34280  -0.94993  1.08248  -0.43
P  0.80142  -2.35941  0.99581  0.82
C  -0.57258  -2.59085  2.13355  -0.29
C  -1.74058  -3.27461  1.81150  -0.08
C  -2.77932  -3.32598  2.73085  -0.07
C  -2.64614  -2.71175  3.96709  -0.07
C  -1.47311  -2.04314  4.29719  -0.07
C  -0.43772  -1.97814  3.38086  -0.07
C  0.24939  -2.84147  -0.65577  -0.27
C  0.98319  -3.73495  -1.42929  -0.05
C  0.57616  -4.03080  -2.72262  -0.06
C  -0.56977  -3.45194  -3.24463  -0.06
C  -1.31584  -2.57201  -2.47066  -0.07
C  -0.90597  -2.26340  -1.18390  -0.11
C  2.10977  -3.50226  1.45180  -0.29
C  3.42662  -3.07361  1.30532  -0.06
C  4.46739  -3.93041  1.63399  -0.07
C  4.19020  -5.20502  2.10931  -0.08
C  2.87580  -5.63288  2.24929  -0.07
C  1.83133  -4.78323  1.92056  -0.07
H  -1.83948  -3.75659  0.84716  0.10
H  -3.70134  -3.83251  2.47465  0.11
H  -3.46389  -2.74231  4.67584  0.11
H  -1.38105  -1.55433  5.25841  0.11
H  0.47313  -1.43942  3.61671  0.12
H  1.87972  -4.19028  -1.02791  0.11
H  1.16183  -4.70938  -3.32953  0.11
H  -0.88565  -3.68806  -4.25259  0.11
H  -2.22405  -2.13339  -2.86686  0.11
H  -1.51248  -1.60614  -0.57082  0.08
H  3.61957  -2.07186  0.94121  0.11
H  5.49304  -3.60246  1.52443  0.11
H  5.00261  -5.86800  2.37927  0.11
H  2.66616  -6.62759  2.62151  0.11
H  0.80292  -5.10853  2.03355  0.11

Summary:
* HOMO energy (spin up / spin down): -7.73 / -7.73 eV
* energy above the lowest of the compared OMol25 structures with the same formula, charge and spin: 11.4 kcal per mole
* frontier orbital gap (spin up / spin down): 0.22456 / 0.22454 Ha

---

(4)
ORCA calculation (ωB97M-V/def2-TZVPD) on 2 unconnected molecules or ions with the total composition C3H8BrClOSi at a distorted geometry.

Last column: Löwdin charge in e.
Geometry (Å):
C  -2.23485  -0.56698  -1.73199  -0.06
C  1.35714  0.67540  2.51603  -0.22
C  -0.77702  -0.74355  -1.15190  -0.51
O  -0.60661  -0.14325  0.00430  -0.26
Si  1.66641  0.84731  0.69210  -0.02
Cl  2.04683  2.57517  -0.16396  0.39
Br  3.01026  -0.86554  -0.10482  0.28
H  -2.84594  -0.55770  -0.85844  0.05
H  -2.20984  0.37106  -2.39937  0.10
H  -2.48630  -1.42220  -2.23283  0.02
H  1.49240  1.60223  3.04764  0.03
H  0.33278  0.37329  2.41609  0.02
H  2.00247  -0.01759  3.02179  0.03
H  -0.22837  -0.42201  -2.01573  0.09
H  -0.51938  -1.70562  -1.03891  0.06

Summary:
* HOMO energy: -8.57 eV
* energy above the lowest of the compared OMol25 structures with the same formula, charge and spin: 39.9 kcal per mole
* frontier orbital gap: 0.29152 Ha

---

Listing E for the structures above in their given order: -82226.19461 -47352.60577 -90151.35884 -95730.40084 eV.